{"formula": "C43H37AsBaN6O8S", "method": "wB97M-V/def2-TZVPD", "e_above_lowest_kcal_mol": 37.6, "gap_ev": 5.9, "charge": -2, "spin_multiplicity": 1, "species": ["Ba", "As", "S", "O", "O", "O", "O", "O", "O", "O", "O", "N", "N", "N", "N", "N", "N", "C", "C", "C", "C", "C", "C", "C", "C", "C", "C", "C", "C", "C", "C", "C", "C", "C", "C", "C", "C", "C", "C", "C", "C", "C", "C", "C", "C", "C", "C", "C", "C", "C", "C", "C", "C", "C", "C", "C", "C", "C", "C", "C", "H", "H", "H", "H", "H", "H", "H", "H", "H", "H", "H", "H", "H", "H", "H", "H", "H", "H", "H", "H", "H", "H", "H", "H", "H", "H", "H", "H", "H", "H", "H", "H", "H", "H", "H", "H", "H"], "coordinates": [[-0.483, -1.155, 0.850], [1.762, 1.111, -1.103], [1.556, -1.313, 5.356], [1.202, 2.063, 2.093], [-4.397, -0.301, 2.624], [3.247, -3.025, -0.652], [1.223, -1.995, -0.443], [-2.256, -1.042, 2.507], [-3.810, 3.783, -0.587], [0.666, 4.214, 1.624], [0.191, 0.692, -0.672], [-1.464, 1.430, 1.836], [-2.787, -2.668, 0.129], [2.912, -1.529, 1.025], [-0.510, -3.710, 1.646], [1.956, -1.073, 1.971], [0.102, 0.814, 4.591], [-1.541, -5.750, 1.793], [0.307, -4.580, 2.264], [-2.736, 1.079, 1.604], [-1.755, 3.383, 0.493], [0.014, 3.535, -4.067], [4.210, -0.132, -2.119], [2.611, 2.890, -3.305], [-4.113, -2.282, -1.928], [2.928, 3.520, -0.051], [2.820, -0.133, -2.143], [-2.790, -3.815, 0.707], [3.843, 4.293, 0.657], [2.425, -2.276, -0.107], [0.416, 2.996, 1.742], [-0.997, 2.574, 1.318], [-1.649, -4.420, 1.353], [4.006, 1.520, 0.753], [0.138, -0.368, 5.276], [-3.189, -0.212, 2.313], [-2.971, -2.070, -2.707], [4.231, -1.762, -3.892], [-1.056, -0.694, 5.986], [-0.269, -5.863, 2.375], [-5.308, -2.582, -2.578], [4.914, -0.956, -2.994], [1.527, 2.368, -2.594], [-3.027, -2.157, -4.093], [-4.227, -2.462, -4.732], [3.001, 2.131, 0.002], [-2.123, 0.154, 6.014], [4.832, 3.685, 1.413], [-0.950, 1.675, 4.638], [2.839, -1.736, -3.937], [2.393, 3.737, -4.383], [-3.055, 2.995, 0.231], [-4.054, -2.190, -0.407], [-3.574, 1.851, 0.818], [4.912, 2.294, 1.459], [-2.064, 1.400, 5.358], [0.235, 2.693, -2.978], [1.090, 4.059, -4.766], [2.133, -0.920, -3.071], [-5.371, -2.667, -3.969], [1.288, -4.268, 2.619], [1.051, -0.909, -3.083], [-4.609, 1.543, 0.683], [-1.001, 3.778, -4.365], [3.757, 5.373, 0.629], [-2.892, 2.095, 5.370], [0.179, -6.742, 2.821], [5.679, 1.811, 2.052], [5.532, 4.289, 1.982], [-2.032, -1.851, -2.211], [4.745, 0.492, -1.419], [2.306, -2.366, -4.638], [1.958, -1.639, 2.810], [-6.204, -2.754, -1.984], [2.163, -0.118, 2.240], [-4.267, -2.544, -5.813], [-1.336, 4.295, 0.085], [4.059, 0.439, 0.791], [3.620, 2.640, -3.010], [-4.676, 3.379, -0.659], [3.706, -1.992, 1.423], [-4.908, -2.722, 0.021], [-3.717, -4.400, 0.738], [-1.075, -1.652, 6.485], [-2.125, -1.998, -4.679], [0.812, 1.043, 3.889], [-0.818, 2.592, 4.085], [0.921, 4.723, -5.605], [3.238, 4.145, -4.926], [4.783, -2.420, -4.554], [5.995, -0.977, -2.956], [-0.594, 2.290, -2.410], [-2.299, -6.521, 1.693], [-6.313, -2.907, -4.454], [-4.168, -1.136, -0.123], [2.151, 4.011, -0.614], [-3.023, -0.125, 6.554]], "atomic_forces_ev_per_a": [[-1.8, 0.4, 0.6], [-0.6, 0.6, -0.8], [-0.5, 0.3, -0.1], [-0.6, 0.5, 0.4], [0.6, 0.2, -0.4], [-0.4, 0.4, 0.3], [2.9, -1.2, -1.1], [-1.7, 0.6, 1.2], [0.0, 0.2, -0.2], [0.0, -0.4, 0.2], [1.8, 1.1, -0.9], [-0.2, 0.3, -0.3], [-0.4, -0.2, -0.2], [-0.3, 0.0, -0.2], [0.1, -0.9, 0.2], [0.8, -0.1, -0.1], [-0.5, -0.1, 0.0], [0.0, 0.0, 0.1], [-0.1, -0.2, -0.1], [0.4, 0.2, 0.3], [0.0, 0.2, 0.0], [0.0, 0.0, 0.0], [-0.2, -0.2, -0.1], [-0.3, 0.0, 0.0], [0.1, 0.0, 0.1], [0.1, -0.2, 0.1], [0.0, -0.3, -0.1], [0.4, 0.0, 0.0], [0.0, -0.1, 0.0], [-0.3, -0.2, -0.4], [0.6, -0.2, -0.5], [-0.2, -0.4, 0.5], [-0.2, 0.2, 0.0], [-0.1, 0.0, 0.0], [0.4, 0.0, 0.2], [-0.3, -0.4, 0.5], [-0.1, 0.0, 0.0], [-0.1, 0.1, 0.0], [0.1, 0.0, -0.1], [-0.1, 0.3, -0.1], [0.0, 0.0, -0.1], [-0.2, 0.0, 0.0], [-0.1, 0.1, 0.1], [0.0, 0.0, 0.1], [0.0, 0.0, 0.1], [0.1, 0.0, 0.0], [0.0, -0.1, 0.1], [-0.1, -0.1, 0.0], [0.4, 0.0, -0.1], [0.1, 0.1, 0.0], [-0.1, 0.0, 0.1], [0.0, -0.1, 0.1], [0.4, 0.0, -0.3], [-0.2, -0.2, -0.1], [0.0, 0.1, -0.1], [-0.1, 0.0, 0.1], [0.0, 0.1, 0.0], [0.2, -0.1, 0.1], [0.2, 0.0, 0.2], [0.1, 0.0, 0.1], [-0.2, 0.0, -0.1], [0.0, 0.0, 0.0], [0.1, 0.0, 0.0], [0.1, 0.0, 0.1], [0.0, -0.1, 0.0], [0.1, -0.1, 0.0], [0.0, 0.1, 0.0], [0.0, 0.0, 0.0], [0.0, 0.0, 0.0], [0.0, -0.1, 0.0], [0.0, 0.0, 0.0], [0.0, 0.0, 0.0], [0.0, -0.1, 0.2], [0.1, 0.0, -0.1], [0.1, 0.1, 0.0], [0.0, 0.0, 0.0], [0.0, -0.1, 0.1], [0.0, 0.0, 0.0], [0.1, 0.0, 0.0], [-0.2, -0.1, -0.1], [0.3, -0.2, 0.2], [-0.1, -0.1, 0.0], [-0.1, -0.1, 0.0], [0.0, 0.0, 0.0], [-0.1, 0.0, 0.1], [0.1, 0.0, 0.1], [0.0, -0.1, -0.1], [0.0, 0.0, 0.0], [0.0, 0.0, 0.0], [0.0, 0.0, 0.0], [0.0, 0.0, 0.0], [0.0, -0.1, 0.0], [0.1, 0.1, 0.0], [0.1, 0.0, 0.0], [-0.1, -0.1, 0.0], [-0.1, 0.0, -0.1], [0.1, 0.0, -0.1]]}